DFT (ωB97M-V/def2-TZVPD) results for 14 unconnected molecules or ions with the total composition C5H40N2O14.

Calculated values
2S+1: 2
Relative energy (zero: lowest compared OMol25 entry of this formula, charge and spin) in kJ/mol: 167.3
LUMO energy (alpha / beta) in eV: -3.08 / -8.05
HOMO energy (alpha / beta) in Ha: -0.4942 / -0.4935
Charge: +1
F_max in eV/A: 5.4
Energy in hartree: -1376.99192
Orbital gap (alpha / beta) in eV: 10.367 / 5.380

```
61
C5H40N2O14 | the OMol25 dataset | ωB97M-V/def2-TZVPD
N 3.151 -0.361 0.985
C 1.901 -0.369 0.206
C 1.957 -0.084 -1.326
C 1.024 0.669 0.863
N -0.413 0.621 0.307
C -1.141 -0.613 0.591
C -2.586 -0.295 0.071
O -2.549 0.411 -1.155
H 3.541 0.591 0.923
H 3.924 -0.830 0.499
H 1.513 -1.339 0.338
H 2.903 0.504 -1.416
H 1.982 -1.003 -1.914
H 1.200 0.564 -1.776
H 1.281 1.701 0.602
H 0.952 0.657 1.964
H -0.273 0.678 -0.706
H -0.594 -1.456 0.213
H -1.152 -0.666 1.685
H -3.132 -1.265 0.020
H -3.167 0.408 0.687
H -2.831 -0.156 -1.925
H 4.073 3.233 1.732
H 2.843 2.512 1.448
O 3.772 2.495 1.176
H -1.283 3.731 2.559
H -0.947 2.954 1.237
O -0.656 3.654 1.833
H 0.419 -1.867 2.805
H 0.970 -1.362 4.155
O 0.456 -2.073 3.745
H 3.353 -0.124 3.279
H 3.452 1.041 4.091
O 3.020 0.175 4.142
H -0.909 -3.098 -4.501
H -1.100 -2.579 -3.180
O -0.864 -3.424 -3.586
H 1.538 -3.294 -0.613
H 1.538 -4.236 0.462
O 1.176 -3.354 0.293
H -4.475 -1.770 -2.406
H -3.781 -1.003 -3.680
O -3.722 -1.309 -2.772
H -0.377 -0.281 -3.399
H -0.855 -0.110 -4.716
O -0.492 -0.842 -4.189
H -3.577 -0.477 4.117
H -2.462 -1.470 3.774
O -3.394 -1.280 3.620
H 1.807 3.148 3.556
H 1.205 3.534 2.139
O 1.900 3.730 2.796
H -4.007 3.334 -2.125
H -3.687 1.976 -1.869
O -3.807 2.541 -2.649
H -0.692 3.429 -0.871
H -1.158 2.521 -1.994
O -0.402 3.058 -1.711
H 0.728 -3.188 -2.714
H 1.366 -4.561 -3.087
O 1.539 -3.733 -2.632
```

The molecule's Löwdin atomic charges, reported in e, are given here: number 1, N, carries 0.07; number 2, C, carries -0.40; number 3, C, carries 0.01; number 4, C, carries -0.09; number 5, N, carries 0.17; number 6, C, carries -0.08; number 7, C, carries -0.18; number 8, O, carries -0.13; number 9, H, carries 0.04; number 10, H, carries 0.12; number 11, H, carries 0.06; number 12, H, carries 0.11; number 13, H, carries 0.08; number 14, H, carries 0.06; number 15, H, carries 0.11; number 16, H, carries 0.14; number 17, H, carries 0.09; number 18, H, carries 0.13; number 19, H, carries 0.12; number 20, H, carries 0.14; number 21, H, carries 0.13; number 22, H, carries 0.05; number 23, H, carries 0.07; number 24, H, carries -0.02; number 25, O, carries -0.07; number 26, H, carries 0.08; number 27, H, carries 0.02; number 28, O, carries -0.02; number 29, H, carries 0.00; number 30, H, carries 0.03; number 31, O, carries -0.04; number 32, H, carries 0.01; number 33, H, carries 0.03; number 34, O, carries -0.07; number 35, H, carries 0.06; number 36, H, carries 0.01; number 37, O, carries -0.06; number 38, H, carries 0.01; number 39, H, carries 0.07; number 40, O, carries -0.07; number 41, H, carries 0.08; number 42, H, carries 0.08; number 43, O, carries -0.01; number 44, H, carries 0.03; number 45, H, carries 0.07; number 46, O, carries -0.04; number 47, H, carries 0.04; number 48, H, carries 0.02; number 49, O, carries -0.05; number 50, H, carries 0.05; number 51, H, carries 0.00; number 52, O, carries -0.06; number 53, H, carries 0.05; number 54, H, carries 0.00; number 55, O, carries -0.06; number 56, H, carries 0.02; number 57, H, carries 0.02; number 58, O, carries -0.03; number 59, H, carries 0.00; number 60, H, carries 0.05; number 61, O, carries -0.08

***

DFT (ωB97M-V/def2-TZVPD) results for a molecular structure, C14H24F6N7O4S2Tc.

Calculated values
2S+1: 4
LUMO energy (alpha / beta) in eV: -10.24 / -13.25
HOMO energy (alpha / beta) in Ha: -0.6402 / -0.6386
Charge: +3
F_max in eV/A: 1.8
Energy in hartree: -2707.36791
Orbital gap (alpha / beta) in eV: 7.177 / 4.127

```
58
C14H24F6N7O4S2Tc | the OMol25 dataset | ωB97M-V/def2-TZVPD
Tc -0.311 -0.234 -0.263
F 0.483 -4.079 -3.376
C -0.641 -3.753 -2.798
F -1.018 -4.646 -1.918
F -1.578 -3.483 -3.659
S -0.354 -2.140 -1.843
O -1.636 -1.807 -1.183
O 0.107 -1.042 -2.661
N 0.681 -2.408 -0.624
S 2.072 -1.632 -0.363
O 1.717 -0.162 -0.326
O 2.672 -2.124 0.830
C 3.261 -1.823 -1.855
F 4.411 -2.191 -1.373
F 2.740 -2.743 -2.633
F 3.331 -0.668 -2.459
C -0.961 -2.614 2.326
N 0.071 -1.776 2.878
C 0.984 -2.282 3.874
C 1.547 -1.019 4.501
N 1.189 0.008 3.547
C 1.845 1.298 3.541
C 0.262 -0.428 2.635
N -0.321 0.265 1.691
C -0.731 1.674 1.935
C -1.835 1.949 0.928
N -1.327 1.463 -0.370
C -1.701 2.121 -1.533
N -0.856 2.342 -2.508
C 0.566 2.038 -2.501
C -1.510 3.051 -3.624
C -2.913 3.338 -3.055
N -2.896 2.602 -1.777
C -4.115 2.363 -1.013
H -1.432 -3.154 3.153
H -0.516 -3.337 1.638
H -1.700 -2.007 1.814
H 1.764 -2.879 3.375
H 0.444 -2.924 4.576
H 2.632 -1.036 4.626
H 1.084 -0.793 5.474
H 2.747 1.221 4.144
H 1.197 2.066 3.976
H 2.111 1.560 2.516
H 0.091 2.374 1.774
H -1.107 1.797 2.952
H -2.043 3.017 0.878
H -2.743 1.421 1.222
H 0.966 2.152 -1.494
H 1.072 2.734 -3.167
H 0.760 1.022 -2.856
H -1.529 2.428 -4.516
H -0.949 3.951 -3.861
H -3.717 2.962 -3.682
H -3.094 4.397 -2.880
H -4.956 2.370 -1.701
H -4.281 3.140 -0.269
H -4.068 1.392 -0.527
```

The molecule's Löwdin atomic charges, reported in e, are given here: number 1, Tc, carries 1.50; number 2, F, carries 0.22; number 3, C, carries -0.69; number 4, F, carries 0.21; number 5, F, carries 0.23; number 6, S, carries 0.64; number 7, O, carries -0.35; number 8, O, carries -0.29; number 9, N, carries -0.34; number 10, S, carries 0.72; number 11, O, carries -0.43; number 12, O, carries -0.22; number 13, C, carries -0.67; number 14, F, carries 0.23; number 15, F, carries 0.19; number 16, F, carries 0.21; number 17, C, carries 0.04; number 18, N, carries 0.02; number 19, C, carries -0.04; number 20, C, carries -0.03; number 21, N, carries 0.03; number 22, C, carries 0.05; number 23, C, carries -0.28; number 24, N, carries -0.09; number 25, C, carries -0.16; number 26, C, carries -0.18; number 27, N, carries -0.10; number 28, C, carries -0.34; number 29, N, carries -0.06; number 30, C, carries -0.01; number 31, C, carries -0.04; number 32, C, carries -0.04; number 33, N, carries -0.05; number 34, C, carries 0.01; number 35, H, carries 0.14; number 36, H, carries 0.12; number 37, H, carries 0.10; number 38, H, carries 0.17; number 39, H, carries 0.17; number 40, H, carries 0.17; number 41, H, carries 0.18; number 42, H, carries 0.13; number 43, H, carries 0.13; number 44, H, carries 0.12; number 45, H, carries 0.12; number 46, H, carries 0.14; number 47, H, carries 0.14; number 48, H, carries 0.12; number 49, H, carries 0.08; number 50, H, carries 0.12; number 51, H, carries 0.06; number 52, H, carries 0.14; number 53, H, carries 0.14; number 54, H, carries 0.14; number 55, H, carries 0.14; number 56, H, carries 0.11; number 57, H, carries 0.11; number 58, H, carries 0.09